# C40H110N10O10

A cluster of 10 separate species, C40H110N10O10 in total at a distorted geometry (ωB97M-V with the def2-TZVPD basis set, the OMol25 dataset).

The total charge is 0. The calculation puts the total energy at -78634.19466 eV. As for the SMILES: COC[C@H](C)N.COC[C@H](C)N.COC[C@H](C)N.COC[C@H](C)N.COC[C@H](C)N.COC[C@H](C)N.COC[C@H](C)N.COC[C@H](C)N.COC[C@H](C)N.COC[C@H](C)N. The maximum force comes out at 2.277 eV/A. The gap between HOMO and LUMO comes out at 9.1 eV. The calculation puts the LUMO energy at 0.57 eV. Its energy relative to the best compared isomer or geometry (same formula, charge and spin) is 36.27 kcal/mol.

CARTESIAN COORDINATES (ANGSTROEM)
C1 -10.15711 -0.42086 -0.37916
O1 -8.81145 -0.04599 -0.51337
C2 -7.94592 -1.08822 -0.25787
C3 -6.51357 -0.58257 -0.36161
C4 -6.29908 0.62340 0.54356
N1 -6.18288 -0.23640 -1.77763
H1 -10.49341 -1.04367 -1.22056
H2 -10.78427 0.46873 -0.34949
H3 -10.32724 -0.98874 0.54371
H4 -8.09268 -1.60004 0.70790
H5 -8.11657 -1.89392 -0.99637
H6 -5.85557 -1.39464 -0.04703
H7 -6.67174 0.36744 1.54553
H8 -6.82714 1.52581 0.25984
H9 -5.23621 0.82977 0.66391
H10 -7.04719 0.00836 -2.25588
H11 -5.81076 -1.04788 -2.25856
C5 4.38296 -4.67305 0.62661
O2 5.37769 -4.99340 1.55904
C6 6.65246 -4.48278 1.20452
C7 7.56494 -4.66207 2.41663
C8 8.97330 -4.28005 2.06937
N2 7.53656 -6.06346 2.89224
H12 3.46772 -5.17886 0.91764
H13 4.65533 -4.86386 -0.41873
H14 4.13773 -3.59479 0.63881
H15 7.05730 -5.00452 0.32523
H16 6.52191 -3.41379 0.97118
H17 7.07192 -4.10539 3.21158
H18 9.03870 -3.25627 1.70279
H19 9.29126 -4.95590 1.26755
H20 9.65605 -4.43175 2.90181
H21 6.57480 -6.32440 3.06012
H22 7.98872 -6.71159 2.26222
C9 1.59071 2.27020 4.66621
O3 0.30064 1.69842 4.91560
C10 -0.58535 1.89563 3.86560
C11 -1.96383 1.49968 4.27313
C12 -2.93633 1.34784 3.12239
N3 -2.50904 2.47593 5.26298
H23 1.86620 2.11947 3.62231
H24 2.20322 1.66356 5.33572
H25 1.60376 3.29913 5.02752
H26 -0.56302 2.91627 3.45061
H27 -0.27752 1.26117 3.00994
H28 -1.93557 0.53736 4.80679
H29 -3.91292 1.56162 3.54814
H30 -2.85109 0.42367 2.55805
H31 -2.69557 2.13810 2.39853
H32 -3.13008 1.99037 5.89306
H33 -1.77338 2.92882 5.78525
C13 -8.25185 2.59467 -2.12611
O4 -7.42832 2.73908 -3.24842
C14 -6.61681 3.89076 -3.20348
C15 -5.49914 3.92141 -2.14722
C16 -4.88700 5.30790 -2.09968
N4 -4.42239 2.92041 -2.51226
H34 -7.71687 2.45240 -1.19194
H35 -8.90633 1.73462 -2.24165
H36 -8.93357 3.45945 -2.05779
H37 -6.15429 4.07188 -4.17457
H38 -7.28973 4.74838 -2.98808
H39 -5.90783 3.53287 -1.21541
H40 -4.60141 5.57178 -1.08247
H41 -5.60071 6.06489 -2.44260
H42 -4.03568 5.40031 -2.77548
H43 -4.86119 2.00188 -2.55285
H44 -4.11785 3.19134 -3.44774
C17 7.44706 4.64948 -2.79396
O5 7.53765 3.56846 -1.90671
C18 6.31020 3.27327 -1.24744
C19 6.57086 2.32103 -0.12531
C20 5.25907 1.69926 0.30622
N5 7.04567 3.14917 1.00399
H45 8.20368 5.41943 -2.60112
H46 6.45604 5.10231 -2.81476
H47 7.70204 4.31678 -3.81372
H48 5.83165 4.17148 -0.83725
H49 5.61779 2.86715 -2.00518
H50 7.33592 1.58593 -0.39473
H51 4.57975 2.50415 0.58695
H52 5.36047 1.01960 1.14531
H53 4.85505 1.17342 -0.56404
H54 7.80749 3.76711 0.75749
H55 7.31895 2.60658 1.81248
C21 1.94115 3.19903 -1.00443
O6 1.36296 4.32833 -0.39126
C22 0.05560 4.17552 0.09869
C23 -1.01578 4.08789 -0.99004
C24 -1.01724 5.38741 -1.76637
N6 -2.34141 3.88933 -0.31709
H56 2.87205 3.51578 -1.47546
H57 1.29711 2.70636 -1.73461
H58 2.22376 2.44736 -0.24847
H59 -0.05521 3.33299 0.80031
H60 -0.14422 5.06799 0.70051
H61 -0.80960 3.22818 -1.63327
H62 -1.68876 5.33511 -2.63517
H63 -0.04734 5.54925 -2.25740
H64 -1.28657 6.26357 -1.18022
H65 -2.62361 4.84700 -0.10238
H66 -3.02621 3.64842 -1.05610
C25 1.45457 -8.82707 0.35800
O7 0.44287 -7.99488 -0.12232
C26 -0.09913 -7.14129 0.86132
C27 0.73714 -5.88728 1.07004
C28 0.22119 -4.98437 2.17606
N7 0.88933 -5.07156 -0.12866
H67 1.10347 -9.42923 1.21203
H68 2.38011 -8.30950 0.62152
H69 1.66174 -9.57372 -0.41187
H70 -1.10140 -6.85012 0.50969
H71 -0.30139 -7.70079 1.78767
H72 1.72338 -6.26939 1.37855
H73 -0.62809 -4.38088 1.85194
H74 0.98170 -4.24795 2.46900
H75 0.08440 -5.49411 3.13536
H76 1.11449 -5.69000 -0.90401
H77 0.01343 -4.60124 -0.33488
C29 3.72662 -5.47415 5.22457
O8 3.83742 -4.16519 4.77303
C30 4.13873 -3.22807 5.78634
C31 4.56085 -1.90759 5.14292
C32 3.34371 -1.17417 4.56894
N8 5.54465 -2.16108 4.04726
H78 2.92904 -5.59259 5.97696
H79 4.64513 -5.82838 5.71828
H80 3.50771 -6.11696 4.37581
H81 3.23448 -3.07529 6.39951
H82 4.90051 -3.61585 6.47859
H83 4.97665 -1.29348 5.94959
H84 3.68347 -0.32191 3.97875
H85 2.65695 -0.82681 5.34165
H86 2.81851 -1.82686 3.86564
H87 5.19131 -1.73379 3.19818
H88 5.47887 -3.15884 3.86123
C33 1.51072 -1.56279 0.88368
O9 0.32252 -1.57100 0.06728
C34 -0.32192 -0.33014 -0.01881
C35 -1.73349 -0.57316 -0.52025
C36 -1.74409 -0.99116 -1.98919
N9 -2.55418 0.60189 -0.25298
H89 1.10586 -1.37190 1.88190
H90 2.21497 -0.88301 0.41252
H91 1.84778 -2.59621 0.81970
H92 -0.31983 0.14636 0.97345
H93 0.14539 0.37171 -0.72678
H94 -2.19773 -1.37205 0.07103
H95 -1.12102 -1.86750 -2.16844
H96 -1.46134 -0.15121 -2.62489
H97 -2.77546 -1.24222 -2.25013
H98 -2.10833 1.47664 -0.50552
H99 -3.46269 0.61398 -0.70337
C37 -1.98664 2.38798 -9.05739
O10 -3.14544 2.33690 -8.26697
C38 -3.09009 3.11246 -7.07339
C39 -1.93022 2.75667 -6.15316
C40 -1.82506 1.25857 -5.86095
N10 -2.11051 3.50746 -4.90490
H100 -2.19051 1.84748 -9.98208
H101 -1.16369 1.83357 -8.58374
H102 -1.66016 3.40370 -9.30614
H103 -3.05900 4.17197 -7.36838
H104 -4.03409 2.89704 -6.56901
H105 -1.01447 3.07647 -6.67882
H106 -2.77849 0.74913 -5.99503
H107 -1.44297 1.08904 -4.85598
H108 -1.10294 0.79606 -6.53651
H109 -1.52682 3.20445 -4.14107
H110 -2.05093 4.50712 -5.03744

Forces on atoms 1 to 6 (eV/Å):
C -0.4850 -0.2332 -0.0639
O -0.6674 0.6889 0.3387
C 0.8505 -1.4856 -0.1989
C -0.2567 0.4562 -0.9125
C 0.2016 -0.5364 0.9529
N 0.0247 -0.1006 0.4422

Atom charges from the Löwdin analysis, given in e for atoms 1 to 8: number 1, C, carries -0.10; number 2, O, carries -0.20; number 3, C, carries -0.26; number 4, C, carries -0.39; number 5, C, carries -0.05; number 6, N, carries 0.06; number 7, H, carries 0.09; number 8, H, carries 0.09

# C40H112N8O12

A cluster of 12 separate species, C40H112N8O12 in total at a distorted geometry (ωB97M-V with the def2-TZVPD basis set, the OMol25 dataset).

The total charge is 0. The calculation puts the total energy at -79779.27400 eV. As for the SMILES: COC[C@H](C)N.COC[C@H](C)N.COC[C@H](C)N.COC[C@H](C)N.COC[C@H](C)N.COC[C@H](C)N.COC[C@H](C)N.COC[C@H](C)N.CCO.CCO.CCO.CCO. The maximum force comes out at 2.617 eV/A. The gap between HOMO and LUMO comes out at 8.9 eV. The calculation puts the LUMO energy at 0.28 eV. Its energy relative to the best compared isomer or geometry (same formula, charge and spin) is 72.46 kcal/mol.

CARTESIAN COORDINATES (ANGSTROEM)
C1 2.32093 -6.64142 5.13582
O1 1.55880 -5.43647 5.18452
C2 1.23453 -4.89416 3.86989
C3 0.28947 -3.67203 4.07568
C4 -0.20307 -3.06244 2.78117
N1 0.97006 -2.61792 4.77607
H1 1.68650 -7.46245 4.80188
H2 2.56966 -6.95051 6.15105
H3 3.12045 -6.64569 4.39498
H4 2.09977 -4.58541 3.28326
H5 0.71611 -5.65853 3.29103
H6 -0.60016 -3.96492 4.63324
H7 0.56531 -2.85007 2.03781
H8 -0.72546 -2.12054 2.94857
H9 -0.87161 -3.80512 2.34576
H10 1.53345 -3.11624 5.45014
H11 1.72023 -2.30343 4.17738
C5 0.48054 4.82471 4.55322
O2 0.12274 3.48485 4.16292
C6 0.09367 2.52529 5.24744
C7 -0.01316 1.13873 4.59770
C8 -1.13138 0.96301 3.61259
N2 -0.05356 0.02514 5.53731
H12 1.48393 4.80619 4.97863
H13 -0.28958 5.24285 5.20142
H14 0.49919 5.46823 3.67366
H15 1.00993 2.52340 5.83785
H16 -0.77162 2.87814 5.80857
H17 0.87755 1.00817 3.98313
H18 -1.11010 -0.02973 3.16301
H19 -1.09638 1.67921 2.79167
H20 -2.05992 1.06291 4.17469
H21 -0.97810 -0.27389 5.81281
H22 0.41303 -0.78413 5.15328
C9 -1.44858 3.51985 -5.47132
O3 -1.15022 2.12518 -5.78917
C10 -0.69994 1.35749 -4.66710
C11 -0.25407 -0.01786 -5.10793
C12 -1.36199 -0.83807 -5.86450
N3 0.19959 -0.84745 -4.04122
H23 -1.51413 4.17217 -6.34212
H24 -0.58409 3.95787 -4.97244
H25 -2.39581 3.55706 -4.93329
H26 0.11163 1.88599 -4.16696
H27 -1.49760 1.33362 -3.92462
H28 0.59184 -0.00402 -5.79521
H29 -2.11447 -1.29841 -5.22421
H30 -0.92451 -1.61985 -6.48542
H31 -1.86094 -0.16235 -6.55916
H32 0.58344 -1.68314 -4.45881
H33 1.01859 -0.42112 -3.63185
C13 -1.41385 2.69509 -0.61037
O4 -1.92072 1.39102 -0.88826
C14 -0.96989 0.38548 -0.62946
C15 -1.57962 -1.02742 -0.80309
C16 -0.53499 -2.16742 -0.69457
N4 -2.16391 -1.07665 -2.14007
H34 -1.03152 2.77554 0.40720
H35 -2.27343 3.36035 -0.69185
H36 -0.67529 3.01912 -1.34362
H37 -0.15112 0.64296 -1.30134
H38 -0.45782 0.50967 0.32472
H39 -2.31308 -1.17351 -0.01012
H40 0.16396 -2.25661 -1.52619
H41 -1.11048 -3.08121 -0.54662
H42 0.10502 -2.02980 0.17695
H43 -1.50280 -1.16893 -2.89804
H44 -2.56668 -0.15185 -2.19141
C17 -0.46213 -6.28054 -0.50039
O5 0.78371 -6.07842 0.19429
C18 1.72770 -7.09068 -0.11337
C19 2.97483 -6.87190 0.79468
C20 3.61151 -5.51424 0.58932
N5 3.95187 -7.90714 0.54136
H45 -1.17120 -5.45698 -0.41632
H46 -0.96687 -7.21421 -0.25220
H47 -0.19552 -6.27950 -1.55728
H48 1.35228 -8.09777 0.06810
H49 2.04824 -7.05054 -1.15440
H50 2.66898 -6.84588 1.84057
H51 4.00425 -5.32936 -0.41051
H52 4.42358 -5.25512 1.26865
H53 2.87692 -4.75005 0.84329
H54 4.19842 -7.83879 -0.43569
H55 3.48809 -8.78762 0.71387
C21 -0.49360 8.65036 3.55007
O6 -0.09718 7.96033 2.37527
C22 -1.19040 7.85854 1.43969
C23 -0.77934 7.31795 0.07025
C24 -0.18227 5.91765 0.20185
N6 0.26570 8.11852 -0.48379
H56 0.37596 9.04462 4.07591
H57 -1.03288 8.08148 4.30747
H58 -1.06511 9.53684 3.27506
H59 -2.00450 7.24280 1.82205
H60 -1.59428 8.85010 1.23527
H61 -1.55473 7.18907 -0.68490
H62 0.47046 5.84113 1.07144
H63 0.28959 5.41698 -0.64360
H64 -1.00345 5.25526 0.47574
H65 0.01507 9.09481 -0.54817
H66 1.00485 8.05305 0.20139
C25 -0.83963 -4.46641 -4.80496
O7 0.59921 -4.38036 -4.75854
C26 1.19623 -5.02187 -3.65485
C27 2.68236 -4.75221 -3.65585
C28 3.00882 -3.32443 -3.30812
N7 3.26979 -4.95868 -4.95527
H67 -1.18754 -5.48421 -4.98141
H68 -1.05303 -3.95231 -5.74211
H69 -1.28527 -3.97059 -3.94259
H70 0.71777 -4.75246 -2.71326
H71 1.21577 -6.10385 -3.78534
H72 3.32063 -5.38975 -3.04409
H73 2.60675 -2.67485 -4.08561
H74 4.06148 -3.05723 -3.21527
H75 2.56362 -2.96209 -2.38151
H76 2.89126 -4.20193 -5.50676
H77 4.25630 -4.77246 -4.84475
C29 6.10843 3.91969 2.07286
O8 4.89422 4.28541 2.69711
C30 3.69101 3.87636 2.03294
C31 3.39046 2.32321 2.18213
C32 2.02253 1.96574 1.52047
N8 3.28504 1.98985 3.60049
H78 7.00148 4.31982 2.55292
H79 6.09798 4.31668 1.05777
H80 6.23245 2.83687 2.05821
H81 2.89331 4.38467 2.57461
H82 3.69063 4.33716 1.04514
H83 4.24310 1.68843 1.94094
H84 1.84191 0.89398 1.43800
H85 1.91617 2.43241 0.54118
H86 1.20910 2.38488 2.11271
H87 2.54778 2.64521 3.81739
H88 4.07781 2.52104 3.93132
C33 -4.34137 0.38364 1.18774
C34 -4.72334 -0.48385 2.42776
O9 -5.74307 -1.41563 2.09312
H89 -4.16748 -0.30919 0.36442
H90 -3.42835 0.93965 1.40072
H91 -5.14023 1.06675 0.89915
H92 -4.88414 0.11817 3.32209
H93 -3.82137 -1.07889 2.57078
H94 -5.57302 -2.29191 2.44642
C35 4.39973 0.36727 -1.47466
C36 3.02548 0.58125 -2.03887
O10 2.98739 -0.15189 -3.20932
H95 5.18833 0.56877 -2.19964
H96 4.53884 -0.64719 -1.10102
H97 4.42232 1.08188 -0.65191
H98 3.05675 1.63639 -2.31055
H99 2.30253 0.32872 -1.26320
H100 3.70780 0.12266 -3.78136
C37 -6.82795 -2.96014 -1.92815
C38 -5.55833 -2.18329 -1.70574
O11 -4.68223 -2.05918 -2.81736
H101 -7.52441 -2.51174 -2.63666
H102 -7.35117 -3.07937 -0.97940
H103 -6.52377 -3.93696 -2.30416
H104 -5.00348 -2.71965 -0.93596
H105 -5.83734 -1.19997 -1.32713
H106 -3.83176 -1.74730 -2.49950
C39 -4.89113 5.46853 -1.09703
C40 -3.98800 5.91319 -2.26506
O12 -4.92000 6.03644 -3.32492
H107 -4.25821 5.27992 -0.22988
H108 -5.29288 4.47870 -1.31365
H109 -5.72693 6.15374 -0.95549
H110 -3.28779 5.09451 -2.43115
H111 -3.46081 6.85759 -2.12981
H112 -4.51184 6.20309 -4.17769

Forces on atoms 1 to 6 (eV/Å):
C -1.2791 -0.3858 -0.3175
O 0.4909 0.5437 -1.0867
C -1.3268 -0.2388 0.9121
C 0.4506 -0.1217 -0.8402
C -0.3894 -0.8835 -0.5715
N 1.1086 -0.3762 0.9066

Atom charges from the Löwdin analysis, given in e for atoms 1 to 8: number 1, C, carries -0.11; number 2, O, carries -0.19; number 3, C, carries -0.16; number 4, C, carries -0.42; number 5, C, carries -0.06; number 6, N, carries 0.03; number 7, H, carries 0.08; number 8, H, carries 0.09